1.
78
Properties=species:S:1:pos:R:3:forces:R:3 method="wB97M-V/def2-TZVPD" e_tot_ev=-90830.49745 lumo_ev="-3.6858 / -4.7548" de_lowest_kcal_mol=16.7 total_charge=+1 s2=6.05 multiplicity=5 gap_ev="6.5 / 7.2"
Ru 0.17034 -0.08974 0.47307 0.64 -0.44 0.80
Cl -0.07200 -5.78655 1.55875 0.05 0.10 0.15
S -0.49461 3.16196 1.09594 0.06 0.35 0.45
Si 2.18956 0.50343 -2.25287 1.23 -0.56 -1.05
O 0.45841 3.39337 2.13093 0.15 0.08 -0.23
O -1.84061 2.87422 1.47144 -0.13 0.05 -0.34
O -2.09152 -1.93431 -2.41511 -0.01 -0.03 0.07
O 3.05707 0.16012 0.65297 0.87 -0.68 -0.66
O -1.98115 -6.10415 -0.66440 -0.06 -0.02 -0.11
O 1.90106 0.12078 1.40053 -2.07 0.18 -0.13
O 0.85832 1.53532 -1.98335 -0.72 0.35 0.22
O -2.51944 -4.54430 -2.13787 -0.33 0.08 -0.49
O -1.07628 -0.37606 -1.21154 0.87 1.02 0.69
N -1.89100 -0.28760 1.43507 0.03 0.50 0.29
N 0.26509 -3.14537 1.27504 -0.20 -0.35 -0.20
N -0.09243 -2.12477 0.49432 -0.35 -0.29 -0.73
N 0.09281 1.88481 0.13186 -0.37 0.55 -0.24
C 2.22714 0.63598 -4.13692 0.25 -0.07 0.82
C 5.67380 2.52683 0.21093 -0.03 -0.04 0.26
C -2.83658 0.07313 1.97561 0.84 -0.71 -0.49
C 1.86966 -1.49584 4.14678 -0.02 -0.06 -0.06
C 2.25381 -3.73657 2.54096 -0.11 0.14 -0.15
C 0.95135 -1.78789 3.15297 -0.17 -0.47 0.12
C 5.66222 2.60480 -1.19682 0.29 0.14 0.08
C -0.30152 -4.29090 0.82091 -0.32 0.32 -0.45
C 0.14007 5.75633 -2.54339 -0.06 0.02 -0.02
C -4.80639 -0.70285 3.17249 0.10 -0.06 -0.07
C 3.42130 1.47526 0.18195 -0.16 0.77 0.09
C 4.62678 2.01687 -1.92235 -0.71 -0.40 -0.21
C -1.42504 -1.57486 -1.45817 -0.19 -1.14 -0.05
C 0.40218 4.39536 -2.51018 -0.08 -0.21 0.31
C 1.99646 -1.34126 -1.80623 -0.35 0.78 0.21
C 1.15549 -2.90840 2.34929 0.50 0.24 0.73
C -3.98464 0.50507 2.71048 -0.83 0.40 0.48
C 0.13684 3.70946 -1.33100 -0.05 0.46 -0.27
C 0.37440 2.29152 -1.06980 0.24 0.34 -0.44
C -0.66149 5.71549 -0.25633 -0.07 0.10 0.28
C -3.42916 1.29143 3.90586 0.01 0.07 -0.01
C 3.54890 1.42210 -1.31586 -0.35 -0.41 -0.23
C -0.37537 4.37231 -0.22027 0.21 -0.82 -0.19
C 4.64382 1.96657 0.88657 -0.15 -0.06 -0.12
C -4.80732 1.41856 1.79471 0.04 0.06 -0.05
C 2.97469 -2.31018 4.33610 0.02 -0.01 -0.04
C -0.39827 6.40539 -1.44002 -0.01 -0.18 0.15
C -0.90951 -2.58474 -0.45660 0.18 -0.42 0.16
C -1.07541 -3.97244 -0.30199 0.05 0.05 0.19
C 3.15675 -3.43440 3.54462 -0.02 0.02 0.03
C -1.90632 -4.97341 -1.06024 0.30 0.20 0.34
H -5.64523 -0.34557 3.76263 -0.09 0.06 0.06
H 6.52558 2.90252 0.76002 0.04 0.04 0.00
H -2.82556 2.12180 3.55044 0.01 0.09 0.08
H 1.25317 0.38749 -4.54698 -0.24 -0.09 0.06
H -5.19536 -1.26251 2.32598 -0.04 -0.05 -0.08
H 2.41067 -4.58859 1.89775 0.02 -0.04 -0.02
H 0.79029 3.87007 -3.36826 0.07 -0.04 -0.09
H 0.34535 6.32049 -3.43979 0.00 0.02 -0.09
H -2.40515 -3.57937 -2.35210 0.15 -0.14 0.28
H 3.70396 -2.06192 5.09255 0.01 -0.02 0.10
H 1.92450 -1.55024 -0.73494 0.15 0.00 -0.25
H 1.72315 -0.62699 4.76851 -0.02 0.10 0.05
H 6.48358 3.05875 -1.72461 0.14 0.07 -0.02
H 2.87031 -1.88327 -2.16288 0.26 0.17 -0.11
H -5.64181 1.82804 2.35800 -0.07 0.02 0.06
H 2.48271 1.63114 -4.48280 0.08 0.24 0.00
H 1.13243 -1.77163 -2.31281 -0.04 0.04 -0.06
H -5.19931 0.86477 0.94454 -0.04 -0.02 -0.06
H 4.62955 1.89497 1.96289 0.07 -0.01 0.13
H -0.61859 7.46105 -1.49726 0.01 0.05 0.03
H 2.94028 -0.06028 -4.55947 0.22 -0.18 -0.13
H 4.68983 2.00111 -3.00178 0.06 0.01 -0.12
H -4.21347 -1.37345 3.78890 0.06 -0.06 0.08
H -1.06807 6.21701 0.60786 -0.04 0.11 0.05
H -2.81685 0.65360 4.53720 0.05 -0.07 0.11
H 0.06742 -1.16886 3.02732 0.07 -0.10 0.00
H -4.25758 1.67476 4.49275 -0.12 0.05 0.08
H 2.58851 2.15506 0.46692 0.21 -0.29 0.01
H 4.00811 -4.07912 3.69971 0.09 -0.01 0.00
H -4.18389 2.23329 1.43388 -0.09 0.07 -0.04

---

2.
73
Properties=species:S:1:pos:R:3:forces:R:3 method="wB97M-V/def2-TZVPD" e_tot_ev=-55867.70611 lumo_ev="-3.4714 / -3.4725" total_charge=+1 s2=6.03 multiplicity=5 gap_ev="3.8 / 5.8"
Ir 0.26001 2.10220 2.69914 0.41 1.02 0.43
F -0.82470 1.96191 -4.07581 -0.06 -0.22 0.11
O -1.59235 -1.59009 3.44580 -0.03 0.11 0.22
O 7.49493 -1.82284 2.62469 0.28 -0.15 0.01
O 6.20681 -2.05190 0.84467 0.23 0.02 0.27
O -0.80510 0.48570 3.29828 0.04 0.61 0.70
O 0.04486 1.26609 0.73302 -0.22 -0.38 0.21
N 2.20217 1.65797 4.02087 -1.42 0.52 -0.27
N -1.70406 -1.64298 -7.32282 0.39 -0.30 -0.20
N -2.01704 -2.06143 -0.52188 0.18 0.01 0.64
N 0.00968 3.18685 4.43253 0.39 -0.73 -0.31
N -1.92768 -0.50864 -5.09768 0.10 0.10 0.06
C 4.17627 -0.45443 1.83251 0.36 -0.23 0.03
C -1.93033 -1.26059 -2.79834 0.03 0.37 -0.35
C -1.65754 -1.10177 -1.43968 0.23 0.48 -0.02
C 1.18412 3.61638 1.84874 0.07 0.19 -0.43
C 0.67818 3.67632 6.69101 -0.14 0.07 -0.08
C -0.72343 1.06745 -1.92633 -0.19 -0.35 -0.23
C 5.43436 -0.13202 3.84784 0.03 -0.23 -0.35
C 2.05845 2.25484 5.19669 0.37 -0.22 0.03
C -1.65337 -0.25959 -3.73592 -0.10 -0.67 0.60
C -1.49193 0.45371 -6.09484 0.19 0.22 -0.09
C -1.19275 -0.62007 2.83159 -0.22 -1.14 -1.07
C -2.68743 -3.27246 -0.89638 -0.37 -0.35 -0.21
C -3.20196 -1.08976 -5.46560 -0.18 -0.06 -0.06
C -0.66983 0.26880 0.41153 0.14 -0.07 0.43
C -1.93700 -4.33660 -1.64704 0.05 0.00 -0.06
C -0.48209 4.36940 6.89748 0.24 -0.12 -0.08
C -1.06821 0.91139 -3.24908 0.30 0.50 0.44
C -1.69446 -0.16856 -7.48643 0.03 0.74 -0.07
C 3.16075 0.31278 2.33248 -0.15 0.16 0.24
C 3.23871 0.89026 3.61616 0.93 -0.59 -0.35
C -1.41842 4.46105 5.85462 0.01 -0.08 -0.36
C 4.41266 0.63591 4.36034 -0.40 0.26 0.07
C -1.83725 -1.81470 0.79671 0.13 0.31 -0.42
C -1.00762 0.06803 -0.98791 -0.01 0.10 -0.63
C -1.11465 3.86917 4.65118 -0.74 0.49 0.24
C 6.36137 -1.57039 1.93951 -0.18 0.02 -0.17
C 0.92493 3.04366 5.44709 0.18 -0.04 0.07
C 5.33923 -0.70367 2.57477 -0.30 0.24 0.13
C -1.20492 -0.71668 1.29396 0.09 0.40 0.61
C -2.28760 -4.53960 -0.20595 0.00 -0.02 -0.04
C -2.95368 -2.06477 -6.63561 -0.67 -0.16 0.47
H -0.89301 0.13317 -8.16109 -0.08 -0.16 0.01
H 1.41730 3.59785 7.47031 0.14 -0.09 0.09
H 1.63596 4.46277 2.35880 -0.11 -0.19 0.34
H -3.05991 -5.24420 0.05566 -0.13 0.00 -0.05
H 1.35504 3.66145 0.77629 -0.16 -0.23 -0.06
H -2.46777 -4.90480 -2.39665 -0.09 0.00 -0.02
H -1.80036 3.94267 3.81619 0.06 -0.05 -0.01
H -2.04301 1.40229 -6.04591 0.09 -0.13 -0.08
H -3.63747 -1.62444 -4.62423 -0.01 0.04 -0.15
H -1.59309 -2.12903 -8.21772 0.03 0.07 0.20
H -3.77764 -2.03117 -7.34994 0.17 -0.04 -0.05
H -3.73966 -3.12635 -1.12579 0.07 -0.07 0.00
H -0.25898 1.98383 -1.59886 0.07 0.11 0.03
H -2.82927 -3.08973 -6.28388 0.11 0.07 -0.10
H -3.91756 -0.31123 -5.76419 0.02 -0.04 0.03
H -2.37236 -2.18548 -3.12834 0.00 -0.12 -0.03
H -2.23168 -2.53805 1.49347 0.04 -0.07 0.06
H 6.31155 -0.27191 4.46946 0.00 -0.02 0.03
H -0.90190 -4.14203 -1.88462 0.09 0.05 0.05
H 4.52189 1.05241 5.34851 0.04 0.07 0.11
H -2.34770 4.98941 5.98390 -0.08 0.05 -0.08
H 2.26620 0.49677 1.75299 0.04 0.00 -0.08
H -0.91281 -1.88072 -6.70877 -0.16 -0.07 -0.20
H 2.79026 2.11962 5.98785 -0.05 0.09 0.02
H -2.64885 0.12702 -7.92558 0.08 -0.16 -0.02
H -1.48399 -4.49030 0.51160 0.10 0.06 0.03
H -0.68261 4.84965 7.84491 0.05 -0.03 0.05
H 4.10904 -0.89431 0.84817 -0.03 -0.01 -0.04
H 7.52453 -1.39928 3.49183 -0.22 0.02 -0.19
H -0.43428 0.66780 -5.93029 -0.14 0.01 -0.09

---

3.
78
Properties=species:S:1:pos:R:3:forces:R:3 method="wB97M-V/def2-TZVPD" e_tot_ev=-94947.23352 lumo_ev=-2.6541 de_lowest_kcal_mol=8.0 total_charge=+1 gap_ev=9.1
Ca -0.84062 0.12286 0.72701 0.28 0.30 -0.18
S 1.44763 -1.97846 -5.30473 -0.21 0.00 0.04
F -4.74670 0.61250 3.12193 -0.08 0.09 -0.02
F -4.94700 -1.52434 3.36362 -0.02 -0.07 0.03
F -2.83386 -2.32036 -0.10175 0.03 0.01 -0.06
F -6.19791 -1.12517 0.85585 -0.07 -0.02 0.06
F -4.41763 -3.11869 1.13038 -0.08 -0.02 0.01
F -4.86626 -0.65570 -0.78349 0.02 -0.09 -0.09
F -2.50731 -2.60459 2.00109 0.03 0.00 0.06
F -5.43720 0.87949 0.60934 0.04 0.09 0.00
F -3.01602 -0.57235 3.57762 0.11 0.01 0.03
O -2.85553 0.06610 0.98855 -1.07 -0.20 0.36
O 0.81186 1.36618 1.59618 0.55 0.14 0.38
N 0.48621 -1.87235 1.19632 0.22 -0.20 0.25
N 5.78489 -2.85714 -4.20706 -0.12 0.01 -0.04
N -0.17057 -0.06100 -1.51420 0.13 -0.10 -0.46
C -0.58323 4.08676 1.73620 -0.02 0.05 0.02
C -0.49847 -1.22524 -3.57706 -0.12 0.07 0.05
C 1.60062 4.98582 0.84612 0.02 0.00 0.01
C 3.13404 -2.31879 -4.87994 0.27 0.02 0.04
C -1.82133 3.45862 1.57155 0.01 -0.01 0.02
C 5.46260 -1.81499 -4.96708 0.06 -0.02 0.02
C 2.04662 0.87054 2.16397 -0.19 0.07 -0.16
C 1.70621 -0.58421 -2.90612 0.04 0.02 0.09
C 0.71752 -0.90505 3.43100 0.04 0.03 -0.09
C -0.97123 -0.63873 -2.41982 0.06 -0.07 -0.06
C 1.00151 -2.00057 2.43188 -0.12 0.09 0.00
C 2.01532 -4.09017 1.85884 0.02 -0.02 0.03
C 1.80750 0.17530 3.48892 0.07 -0.04 0.07
C -4.16456 -0.55969 2.87816 -0.06 -0.08 -0.05
C -5.12640 -0.41329 0.51009 0.02 0.00 0.06
C 0.71934 -2.84601 0.30670 -0.05 0.08 -0.05
C -3.86389 -0.74314 1.36074 0.02 -0.01 -0.16
C 4.15907 -1.50244 -5.33286 -0.07 0.02 -0.05
C -3.43853 -2.22945 1.10299 0.01 0.07 -0.02
C 0.87216 -1.21979 -3.82336 0.13 -0.07 -0.19
C 1.77601 -3.09458 2.78915 0.01 -0.01 -0.01
C 3.45840 -3.42600 -4.10709 -0.09 0.02 -0.02
C 4.79189 -3.64619 -3.80015 0.08 -0.01 0.02
C -0.08027 3.77277 -0.58433 0.02 0.01 -0.02
C -2.17764 3.01143 0.30149 0.10 -0.05 0.01
C 0.29449 4.25934 0.66633 -0.03 -0.01 -0.01
C 1.14225 -0.02717 -1.77829 -0.07 0.01 -0.09
C -1.77020 2.79823 -2.17320 -0.01 -0.06 -0.01
C 1.47200 -3.96698 0.58981 0.00 -0.01 -0.02
C -1.31681 3.16814 -0.78735 -0.02 0.12 -0.03
C -2.76109 3.29285 2.73404 -0.01 -0.02 0.02
H 2.77395 -0.52349 -3.06452 -0.01 -0.02 0.01
H 0.58898 3.90699 -1.42822 0.00 0.00 0.00
H -0.24730 -0.43595 3.21665 -0.05 -0.06 0.02
H 1.97169 4.90191 1.86823 -0.01 0.00 0.00
H 2.36389 4.60609 0.16682 0.00 0.00 0.00
H 0.27118 -2.71653 -0.67256 0.00 0.00 0.00
H -0.31903 4.48635 2.71125 0.00 0.00 0.00
H 2.74649 1.70005 2.25659 0.04 -0.03 0.07
H -3.15179 2.56136 0.15092 0.01 -0.03 0.03
H -0.92988 2.52723 -2.81258 0.00 -0.01 0.00
H -2.75756 4.17774 3.37020 0.00 0.01 -0.01
H 1.62162 -4.72400 -0.16634 -0.01 -0.01 0.01
H 3.95054 -0.64630 -5.96031 0.01 0.01 0.02
H 5.07636 -4.50433 -3.20205 0.01 0.00 0.01
H 1.47848 6.04969 0.63568 -0.01 0.00 -0.01
H -3.77821 3.11220 2.39209 0.00 0.00 0.00
H -2.47749 2.44112 3.35752 0.01 -0.01 -0.01
H 2.60533 -4.95724 2.12459 0.01 0.01 -0.01
H -1.18798 -1.69319 -4.26659 0.00 -0.02 0.01
H 0.64564 2.29280 1.84075 0.01 0.04 -0.09
H 1.53447 0.90706 4.25208 0.00 0.01 -0.01
H 6.28347 -1.19185 -5.30233 0.01 0.00 0.00
H 2.45024 0.17569 1.42558 0.03 -0.02 0.03
H -2.27678 3.64708 -2.63645 0.01 0.01 0.01
H 2.69017 -4.10571 -3.76303 0.01 0.00 0.01
H -2.48292 1.97287 -2.15547 0.01 0.00 0.01
H 0.59937 -1.34766 4.41966 0.03 0.00 0.01
H 2.17049 -3.16211 3.79427 0.00 -0.02 0.00
H 2.75515 -0.27187 3.80160 -0.01 0.01 0.03
H 1.76539 0.48064 -1.04942 0.01 -0.02 0.02
H -2.03183 -0.65090 -2.19261 0.00 0.00 0.01